Entry 1:
This record from the OMol25 dataset describes a cluster of 5 separate species, CH12O5 in total in a non-equilibrium geometry. The level of theory is ωB97M-V/def2-TZVPD.

The orbital gap comes out at 10.2 eV. As for the HOMO energy: -9.70 eV. The energy above the lowest of the compared OMol25 structures with the same formula, charge and spin is 18.6 kcal per mole. As for the spin multiplicity: 1. As for the structure (SMILES): CO.O.O.O.O.

Geometry (Å):
C: -0.10325 -2.00873 -2.87004
O: 0.27454 -1.47113 -1.61006
H: 0.58615 -1.57236 -3.59946
H: 0.07345 -3.08471 -2.82710
H: -1.15664 -1.88692 -3.12432
H: -0.18227 -0.63003 -1.44078
H: 2.06122 2.15771 0.59949
H: 1.29703 0.97402 0.93284
O: 1.47103 1.85253 1.30481
H: -0.71332 1.70461 -1.42068
H: -2.08357 1.09194 -1.60292
O: -1.14825 0.90440 -1.74023
H: 1.05813 -2.13554 4.18698
H: 1.33545 -1.36660 5.43752
O: 0.80287 -1.32554 4.63720
H: -0.49225 2.35500 1.34614
H: -1.89278 1.97477 1.11760
O: -1.18753 2.46660 0.67303



Entry 2:
This record from the OMol25 dataset describes a cluster of 6 separate species, CH12O6 in total in a non-equilibrium geometry. The level of theory is ωB97M-V/def2-TZVPD.

The orbital gap comes out at 10.5 eV. As for the HOMO energy: -10.42 eV. The energy above the lowest of the compared OMol25 structures with the same formula, charge and spin is 20.5 kcal per mole. As for the spin multiplicity: 1. As for the structure (SMILES): C=O.O.O.O.O.O.

Geometry (Å):
O: -1.43874 2.38797 -0.32523
C: -1.46724 1.39573 -1.03363
H: -2.46474 0.93553 -1.06174
H: -0.49233 1.08731 -1.40769
H: 1.93673 0.50206 -1.48051
H: 1.78968 -0.94899 -1.91156
O: 1.82115 -0.05057 -2.27141
H: -1.45651 0.70134 2.73411
H: -0.08344 0.97744 2.03748
O: -0.63006 0.30124 2.44194
H: 1.37478 -2.30110 0.27950
H: 0.10031 -2.83032 -0.50130
O: 1.06002 -2.78386 -0.48853
H: 2.64866 1.46983 0.53740
H: 1.35338 2.18917 0.13827
O: 1.75290 1.31235 0.22134
H: -0.86727 -2.17002 1.40173
H: -1.93571 -1.09716 1.08746
O: -1.72935 -2.02855 0.98891



Entry 3:
This record from the OMol25 dataset describes a cluster of 6 separate species, CH12O6 in total in a non-equilibrium geometry. The level of theory is ωB97M-V/def2-TZVPD.

The orbital gap (alpha / beta) comes out at 7.4 / 3.6 eV. As for the HOMO energy (alpha / beta): -14.42 / -14.41 eV. The energy above the lowest of the compared OMol25 structures with the same formula, charge and spin is 1.2 kcal per mole. As for the spin multiplicity: 2. As for the net charge: +1.

Geometry (Å):
O: 2.03101 0.38035 0.50104
C: 2.45397 -0.63991 0.92896
H: 3.12780 -0.64489 1.84804
H: 2.17524 -1.64681 0.54906
H: -0.44116 -1.99849 0.82374
H: -0.49167 -3.47762 0.35966
O: 0.04544 -2.67613 0.31085
H: -3.23172 2.15506 -1.45664
H: -2.46113 1.14052 -2.25730
O: -2.45734 1.58447 -1.40014
H: -1.27275 2.16464 0.11651
H: 0.10327 2.37438 -0.23012
O: -0.51913 2.68672 0.43633
H: 0.31271 -1.51640 -1.83681
H: 1.08179 -0.32756 -1.30979
O: 0.70118 -0.67189 -2.12010
H: -1.00048 0.06799 0.97321
H: -2.07233 -0.45869 1.83949
O: -1.12923 -0.56608 1.69373



Entry 4:
This record from the OMol25 dataset describes a cluster of 6 separate species, CH12O7 in total in a non-equilibrium geometry. The level of theory is ωB97M-V/def2-TZVPD.

The orbital gap comes out at 11.1 eV. As for the HOMO energy: -10.85 eV. The energy above the lowest of the compared OMol25 structures with the same formula, charge and spin is 28.5 kcal per mole. As for the spin multiplicity: 1. As for the structure (SMILES): O=CO.O.O.O.O.O.

Geometry (Å):
O: 3.50179 -0.22711 -2.38588
C: 2.61492 -0.83312 -2.90830
O: 2.43816 -2.13992 -2.55135
H: 1.86620 -0.44009 -3.58277
H: 2.68080 -2.35028 -1.64895
H: -2.53261 2.17726 -0.92572
H: -2.19478 0.89029 -0.22648
O: -1.90721 1.44325 -0.97309
H: -0.93026 -0.31702 -0.25280
H: -1.95493 -1.18371 -0.80554
O: -1.63850 -0.89152 0.06434
H: 3.06719 1.86692 0.72439
H: 1.64659 1.49309 0.46173
O: 2.48029 1.09403 0.73011
H: -2.77914 0.46961 1.59341
H: -2.76431 0.50944 2.97194
O: -3.23001 1.01660 2.27148
H: -0.06971 -1.52692 2.01725
H: 0.03755 -0.40736 3.14594
O: -0.33204 -0.64344 2.28029



Entry 5:
This record from the OMol25 dataset describes a structure of composition CH12O9Pb in a non-equilibrium geometry. The level of theory is ωB97M-V/def2-TZVPD.

The orbital gap comes out at 5.7 eV. As for the HOMO energy: -6.33 eV. As for the spin multiplicity: 1.

Geometry (Å):
Pb: 0.01743 0.17770 0.23426
C: 1.51643 1.24770 1.98626
O: 0.94943 2.05070 1.02726
O: 0.84743 0.27070 2.35526
O: 2.78043 1.38570 2.12526
O: -1.53757 -1.64230 1.14526
H: -1.85557 -2.47930 0.76826
H: -1.66957 -1.83630 2.06926
O: -0.39757 2.08770 -1.38374
H: -0.14157 1.90470 -2.25874
H: -0.24257 2.96770 -1.03974
O: -1.07157 -0.93130 -1.55474
H: -1.92157 -0.93330 -1.97274
H: -0.49557 -1.48630 -2.07174
O: 2.01043 0.63070 -1.12974
H: 2.08943 -0.08330 -1.77874
H: 2.91343 0.99670 -1.00074
O: -2.30157 1.09170 0.70926
H: -2.75857 0.90970 -0.10574
H: -2.74557 0.66270 1.47126
O: 1.16143 -2.02330 -0.02974
H: 0.84943 -2.95030 0.10526
H: 2.00343 -2.01830 0.32926



Entry 6:
This record from the OMol25 dataset describes a cluster of 5 separate species, CH13N3O4 in total in a non-equilibrium geometry. The level of theory is ωB97M-V/def2-TZVPD.

The orbital gap comes out at 9.5 eV. As for the HOMO energy: -9.27 eV. The energy above the lowest of the compared OMol25 structures with the same formula, charge and spin is 10.2 kcal per mole. As for the spin multiplicity: 1. As for the structure (SMILES): N=C(N)N.O.O.O.O.

Geometry (Å):
N: -0.52918 -1.92269 -0.76432
C: -0.73074 -0.61506 -0.41931
N: -1.27563 0.21116 -1.36819
N: -0.39889 -0.11455 0.71125
H: -0.53315 -2.19902 -1.73351
H: 0.10896 -2.45021 -0.17556
H: -1.29890 1.20357 -1.17767
H: -2.08583 -0.13210 -1.85458
H: -0.01421 -0.70311 1.43715
H: -0.98518 3.25621 0.90934
H: -1.11598 1.79424 1.13631
O: -1.62330 2.54709 0.78906
H: 0.66639 -4.06082 2.03929
H: -0.50562 -3.73382 1.41376
O: 0.37964 -3.35860 1.44783
H: 1.42905 2.27953 0.01929
H: 0.54845 1.64878 0.99422
O: 1.13304 2.43147 0.94335
H: 2.98177 1.28596 -1.11665
H: 1.66026 0.93354 -1.74258
O: 2.18905 1.69841 -1.48848



Entry 7:
This record from the OMol25 dataset describes a cluster of 5 separate species, CH13N3O4 in total in a non-equilibrium geometry. The level of theory is ωB97M-V/def2-TZVPD.

The orbital gap comes out at 10.3 eV. As for the HOMO energy: -9.96 eV. The energy above the lowest of the compared OMol25 structures with the same formula, charge and spin is 21.9 kcal per mole. As for the spin multiplicity: 1. As for the structure (SMILES): N=C(N)N.O.O.O.O.

Geometry (Å):
N: 3.62459 -0.83429 -1.11816
C: 2.45555 -0.40986 -0.33545
N: 2.47034 0.94220 -0.22647
N: 1.51535 -1.10222 0.15511
H: 3.27548 -1.41844 -1.88456
H: 4.10605 -1.56723 -0.59366
H: 1.62011 1.47366 -0.11860
H: 3.17512 1.53113 -0.63173
H: 1.64417 -2.10589 0.15765
H: -0.71240 1.37544 2.01578
H: -0.12344 0.77290 0.79897
O: -0.68336 1.51608 1.06699
H: -2.14436 1.41685 -1.69056
H: -1.86858 1.95854 -0.21005
O: -2.44310 2.02439 -1.00541
H: -3.77773 0.68766 0.98259
H: -4.92757 1.59897 0.91958
O: -4.71742 0.68928 1.16681
H: -0.22393 -2.33887 0.38373
H: -1.40150 -3.42541 0.33587
O: -0.86338 -2.78491 -0.16841



Entry 8:
This record from the OMol25 dataset describes a cluster of 5 separate species, CH13NO4 in total. The level of theory is ωB97M-V/def2-TZVPD.

The orbital gap comes out at 10.8 eV. As for the HOMO energy: -10.33 eV. The energy above the lowest of the compared OMol25 structures with the same formula, charge and spin is 10.3 kcal per mole. As for the spin multiplicity: 1. As for the structure (SMILES): CN.O.O.O.O.

Geometry (Å):
C: 2.89737 -0.75508 0.04094
N: 1.76295 0.10185 0.37091
H: 3.63878 -0.83113 0.84500
H: 3.44013 -0.35511 -0.81388
H: 2.59281 -1.78096 -0.13156
H: 1.31372 -0.16104 1.23689
H: 2.07022 1.06235 0.40879
H: 0.48467 1.30796 -1.11165
H: 0.12551 0.29379 -2.19741
O: -0.09393 1.17886 -1.87902
H: -2.50256 2.00703 0.17275
H: -1.63268 1.12708 -0.74628
O: -2.41365 1.10117 -0.17059
H: -1.22008 0.24025 1.51318
H: -1.91192 -0.87581 2.26950
O: -1.29581 -0.14748 2.39379
H: 0.30210 -1.12916 -0.58066
H: -1.23612 -1.05911 -0.46916
O: -0.51629 -1.61962 -0.77662